{
  "formula": "C7H17NO",
  "method": "ωB97M-V/def2-TZVPD",
  "symbols": ["C", "C", "C", "C", "H", "H", "H", "H", "H", "H", "H", "H", "C", "C", "N", "C", "O", "H", "H", "H", "H", "H", "H", "H", "H", "H"],
  "xyz": [[-0.220, -1.895, 0.237], [-1.359, -1.321, 0.655], [-1.643, -1.047, 2.102], [-2.439, -0.913, -0.297], [0.495, -2.284, 0.941], [-0.087, -2.177, -0.792], [-1.795, 0.011, 2.270], [-0.842, -1.389, 2.746], [-2.549, -1.553, 2.408], [-2.135, -1.058, -1.332], [-3.342, -1.500, -0.119], [-2.699, 0.138, -0.142], [0.948, 2.637, -1.081], [0.670, 1.165, -1.367], [1.046, 0.202, -0.245], [2.478, -0.145, -0.408], [0.872, 0.835, 1.023], [0.610, 3.248, -1.909], [2.022, 2.800, -0.938], [0.431, 2.944, -0.178], [1.162, 0.845, -2.278], [-0.407, 1.019, -1.506], [2.599, -0.716, -1.328], [2.718, -0.783, 0.444], [3.166, 0.714, -0.429], [0.300, 0.224, 1.522]],
  "forces_ev_per_a": [[-1.7543, -0.4439, 0.6167], [0.6980, -0.7939, -0.2150], [0.1430, -0.1620, -0.2488], [0.0460, 0.1144, 0.0057], [0.3173, 0.1456, 0.1679], [0.1464, 0.1653, -0.2828], [-0.1360, 0.4138, 0.1292], [0.2469, -0.1090, 0.1781], [-0.3581, -0.1244, 0.1611], [-0.0125, 0.0276, -0.0258], [-0.0899, 0.0174, 0.0081], [-0.0600, 0.0047, -0.0970], [0.4154, -0.4511, 0.1461], [-0.8153, -0.3061, 1.5028], [1.6357, 1.3235, -1.8169], [-0.6028, 0.0646, 0.8383], [0.0246, -0.0928, -0.3057], [-0.0417, 0.1208, -0.1918], [-0.1357, 0.1083, -0.0088], [-0.0233, 0.0768, 0.0637], [0.1805, -0.2494, 0.0180], [0.0403, 0.1060, -0.1079], [-0.1221, -0.0103, 0.0003], [0.2799, 0.0217, -0.1293], [-0.1813, -0.0473, 0.0829], [0.1591, 0.0795, -0.4891]],
  "nbo_charge": [-0.36, -0.03, -0.66, -0.64, 0.19, 0.19, 0.21, 0.21, 0.22, 0.21, 0.21, 0.21, -0.63, -0.23, -0.15, -0.44, -0.61, 0.21, 0.20, 0.22, 0.20, 0.19, 0.20, 0.20, 0.18, 0.48],
  "spin_multiplicity": 1,
  "lumo_ha": 0.033
}


{
  "formula": "C26H34BrHgN3O5Si",
  "method": "ωB97M-V/def2-TZVPD",
  "symbols": ["Hg", "O", "C", "C", "O", "O", "C", "C", "C", "C", "C", "C", "C", "C", "C", "C", "C", "C", "H", "H", "H", "H", "H", "H", "H", "H", "H", "H", "H", "C", "C", "C", "C", "C", "Br", "N", "C", "H", "H", "H", "H", "H", "H", "C", "O", "C", "O", "N", "N", "H", "H", "H", "H", "H", "H", "C", "Si", "C", "C", "C", "H", "H", "H", "H", "H", "H", "H", "H", "H", "H", "H"],
  "xyz": [[0.898, -0.373, -0.972], [-2.107, -1.250, -0.482], [-1.832, -1.350, 0.869], [-0.789, -2.445, 1.046], [-0.642, -3.046, 2.134], [-0.161, -2.665, -0.052], [-1.296, 0.065, 1.341], [-0.163, 0.114, 2.164], [0.394, 1.376, 2.447], [-0.151, 2.518, 1.900], [-1.211, 2.386, 1.025], [-1.831, 1.208, 0.791], [-3.086, -1.735, 1.634], [-3.778, -1.005, 2.646], [-5.057, -1.403, 3.040], [-5.599, -2.623, 2.589], [-4.897, -3.376, 1.684], [-3.687, -2.898, 1.209], [-1.336, -1.648, -0.880], [0.225, -0.870, 2.507], [1.294, 1.451, 3.069], [0.136, 3.535, 2.194], [-1.608, 3.355, 0.678], [-2.594, 1.166, 0.053], [-3.329, -0.127, 3.094], [-5.761, -0.787, 3.631], [-6.571, -2.958, 2.841], [-5.215, -4.273, 1.238], [-3.066, -3.467, 0.499], [1.277, 3.472, -1.614], [2.015, 3.700, -0.306], [1.787, 4.803, 0.505], [2.616, 5.061, 1.565], [3.630, 4.191, 1.817], [4.843, 4.620, 3.269], [3.947, 3.097, 1.157], [3.112, 2.861, 0.105], [0.805, 2.481, -1.720], [2.005, 3.692, -2.374], [0.383, 4.117, -1.546], [0.965, 5.473, 0.302], [2.420, 5.962, 2.203], [3.319, 2.013, -0.545], [2.541, -1.078, 3.271], [2.210, -1.809, 2.123], [3.008, -2.869, 1.839], [4.024, -3.200, 2.447], [2.493, -3.473, 0.723], [2.985, -4.718, 0.340], [3.469, -1.448, 3.706], [1.681, -1.098, 3.983], [2.619, 0.007, 3.022], [1.537, -3.288, 0.476], [3.559, -5.134, 1.031], [3.617, -4.503, -0.411], [-1.244, 1.063, -3.336], [-0.066, -0.187, -4.290], [0.175, 0.505, -6.067], [-1.021, -1.788, -4.239], [1.532, -0.244, -3.353], [-2.148, 1.476, -3.799], [-0.761, 1.877, -2.800], [-1.695, 0.473, -2.595], [-0.725, 0.516, -6.658], [0.842, -0.108, -6.658], [0.607, 1.491, -6.037], [-2.077, -1.726, -4.495], [-1.101, -2.143, -3.278], [-0.666, -2.604, -4.882], [2.148, 0.695, -3.493], [2.157, -1.101, -3.324]],
  "forces_ev_per_a": [[0.5713, 0.3233, -0.3493], [-1.7465, 0.7638, -0.5975], [-0.2258, 2.0108, 2.0582], [1.0315, -1.5099, 0.7438], [-0.1854, 1.0782, -1.3713], [0.2996, -0.2235, 0.5069], [0.6240, -2.2173, 0.2007], [-0.4352, 0.1596, -0.1650], [0.6819, -0.7684, 0.5854], [-0.1088, 0.1596, 0.3825], [-0.2669, 2.7628, 0.6358], [0.2765, -0.6462, -0.6246], [-1.4399, 0.5273, 0.9390], [0.3389, -0.1739, -0.8186], [-0.7980, -0.6171, 0.0252], [0.6180, 0.8305, -0.3560], [1.3508, 0.8429, -0.3483], [0.9721, -0.6832, -0.5313], [0.7774, -0.7976, -0.5428], [-0.2267, 1.1941, -0.1120], [-0.5105, 0.0165, -0.1040], [0.3355, -0.6508, -0.1824], [-0.0769, -0.6878, -0.2959], [-0.7551, -0.2634, -0.3117], [-0.0704, 0.1406, -0.2282], [1.0243, -0.1764, -0.0024], [-0.8869, 0.0082, 0.5613], [-0.8077, -1.0880, -0.0799], [-0.7770, 0.0133, 0.1323], [-0.9799, -0.0789, 1.8371], [1.5030, -1.0331, 0.7484], [-0.2510, -0.4096, -0.8395], [-0.8654, 1.7326, 1.1047], [1.6336, -0.4693, 0.9479], [-0.2855, -0.0536, -0.1894], [-1.7545, 0.1379, -1.4204], [-0.5072, 0.9168, -0.3886], [0.8835, 0.0840, 0.0995], [-0.3097, 0.1317, -0.8460], [0.6005, 0.2282, -0.7362], [-0.1410, 0.1308, -0.1263], [0.4481, -1.0944, -0.6148], [0.1857, -0.1275, 0.3958], [-0.4572, 1.3837, 0.9358], [0.4965, -0.3117, -0.1045], [0.0152, -0.3592, -0.6563], [-1.0455, 0.2690, -0.5549], [1.0007, 0.3264, 1.5868], [-0.3198, 0.0947, -1.5522], [-0.1934, 0.0929, 0.1094], [0.7316, -0.4548, -0.2883], [0.3814, -0.9074, -0.1431], [-0.8238, 0.0849, -0.0492], [0.3567, -0.1515, 1.2860], [0.3539, -0.3321, -0.5137], [0.4656, 0.1063, -1.1304], [-0.7280, 1.5066, 0.1672], [0.0653, -0.8979, 0.5000], [-0.2531, 0.0081, -2.4035], [-0.2432, 1.6261, -0.1744], [0.3956, 0.0467, -0.6756], [0.2241, 0.0612, -0.1784], [-0.4388, -1.1182, 1.5170], [-0.6605, 0.2547, 0.0036], [0.4866, -0.3114, -0.0137], [0.0806, 0.5186, 0.0803], [-0.1776, 0.6371, -0.3960], [0.3564, -0.9567, 2.5409], [0.3315, 0.1684, 0.1956], [-0.6446, -0.9698, 0.3621], [0.4995, -0.8379, -0.1728]],
  "mulliken_charge": [0.64, -0.74, 3.76, 0.32, -0.78, -0.99, -1.04, 0.03, -0.32, -0.70, -0.86, -0.66, -0.16, -0.25, -0.86, -0.41, -0.80, -0.23, -0.51, 0.46, 0.37, 0.57, 0.27, 0.48, 0.47, 0.31, 0.41, 0.40, 0.27, -0.85, 0.71, -0.58, -0.08, 0.14, -0.24, -0.59, -0.34, -0.34, 0.46, 0.36, 0.35, 0.34, 0.48, -0.70, -0.19, 0.47, -0.70, 0.54, -0.90, 0.46, 0.30, 0.03, 0.24, 0.28, 0.21, -0.64, 0.21, -1.16, -1.06, -1.10, 0.48, 0.09, 0.08, 0.31, 0.34, 0.28, 0.38, 0.26, 0.38, 0.16, 0.67],
  "s2": 0.76,
  "charge": -1,
  "spin_multiplicity": 2,
  "lumo_ha": [0.088, 0.076]
}


{
  "formula": "C4H6BrClO",
  "method": "ωB97M-V/def2-TZVPD",
  "symbols": ["C", "C", "C", "C", "O", "Cl", "Br", "H", "H", "H", "H", "H", "H"],
  "xyz": [[-2.532, 2.749, 0.147], [0.779, -1.098, -0.175], [0.056, 0.240, 0.034], [-1.418, 0.110, -0.126], [-1.795, 3.659, 0.057], [-1.997, -0.238, -1.715], [-2.349, -0.780, 1.261], [-3.604, 2.707, 0.344], [0.556, -1.498, -1.161], [1.853, -0.954, -0.088], [0.461, -1.822, 0.575], [0.268, 0.616, 1.039], [0.422, 0.966, -0.698]],
  "forces_ev_per_a": [[1.6402, -0.5104, -0.2399], [-0.0509, 0.1105, 0.0773], [0.1701, -0.1290, -0.0067], [-0.4415, 0.4520, 0.0232], [-0.6409, -0.1956, 0.0881], [0.0173, -0.0031, 0.0602], [0.0178, 0.0303, -0.0505], [-0.6860, 0.2513, 0.1233], [0.0322, -0.0484, -0.0540], [0.0790, -0.0364, -0.0002], [0.0238, -0.0346, -0.0048], [-0.0602, 0.0762, -0.1221], [-0.1007, 0.0373, 0.1062]],
  "nbo_charge": [0.40, -0.60, -0.52, -0.13, -0.46, 0.01, 0.07, 0.13, 0.21, 0.22, 0.21, 0.23, 0.23],
  "spin_multiplicity": 1,
  "lumo_ha": [-0.004, 0.012]
}


Values of DFT total energy, in order: -11069.5730, -124317.0315, -88854.2104, all in eV.